Molecular formula: C2H34NO16
Method: DFT, wB97M-V/def2-TZVPD

The geometry in ORCA input format:
```
! RIJCOSX wB97M-V def2-TZVPD def2/J DEFGRID3
* xyz 2 2
O 2.3749 1.4703 1.0039
O 3.3479 0.2674 -1.1402
O -0.9237 1.0419 -1.6056
O -1.4965 1.1061 3.8838
O -0.1535 -1.0880 -1.4944
O -3.1663 -0.1724 -0.7509
O 1.2197 -4.0190 0.9936
O -1.5556 -1.7204 3.4191
O -1.2999 -2.9393 0.3622
O 1.0978 0.8940 3.4471
O 4.6476 -1.3991 0.6709
O -2.1874 -2.5852 -2.0647
O -3.3983 2.4325 -0.1727
O 2.2300 2.5978 -2.9828
O 0.8201 2.8267 -0.6948
O -0.2302 0.3865 -4.2628
N -0.9011 1.2680 1.1455
C -0.5116 0.0431 -1.0066
C -0.1972 0.1448 0.4463
H 4.6103 -0.8832 -0.1524
H 1.7216 1.7045 0.3043
H 2.0077 -4.4142 0.5982
H 0.8746 0.0485 0.6951
H -3.5725 0.7117 -0.7727
H -2.4868 -1.5474 3.2144
H -0.3666 2.1272 1.2597
H -2.1015 -3.2583 -2.7480
H 1.6811 2.1118 -3.6068
H 1.7011 0.7515 2.6985
H -3.4689 -0.7804 -1.4301
H -0.8192 -3.7755 0.3518
H -0.6650 -0.2433 -3.6822
H 2.7580 2.3257 1.2236
H -1.8257 1.4072 0.7020
H -4.1278 3.0387 0.0182
H 1.5133 -3.8390 1.8953
H -1.0664 0.8555 2.0703
H -1.7630 -2.9240 1.2073
H 4.6883 -0.6754 1.3097
H 2.9337 2.0248 -2.6625
H -2.0424 -3.0248 -1.1729
H 3.0140 -0.3526 -0.4867
H -1.0964 1.1039 4.7597
H 0.1042 -0.1891 -4.9648
H 3.6855 -0.2498 -1.8841
H 0.6701 0.0554 3.6535
H -0.8566 -1.8041 -1.7219
H -1.7239 -2.2638 4.2060
H -2.2190 1.7383 3.9158
H 1.1161 3.7388 -0.7956
H -2.8945 2.8916 -0.8607
H 1.1247 2.3854 -1.5048
H -0.4194 -0.8406 0.8852
*
```

Results
* electronic energy: -1354.52853 hartree
* LUMO (alpha / beta): -6.958 / -11.907 eV
* highest occupied orbital energy (alpha / beta): -16.1 / -16.1 eV
* HOMO-LUMO gap (alpha / beta): 9.19 / 4.24 eV